Formula: C8H11N3O3
Source: the OMol25 dataset
Level of theory: ωB97M-V/def2-TZVPD

Last columns: bonded neighbours and bond lengths (Å).
Geometry (Å):
1 H 2.0699 -2.3643 0.4933  C10 1.025
2 C -0.3577 3.2224 -1.1965  N15 1.371, O17 1.193, C21 1.481
3 C -2.4426 3.1711 -2.3909  C21 1.379, O25 1.142
4 H -0.2431 -3.1743 0.3323  C19 1.146
5 H 0.4762 1.0632 1.3052  C24 1.100
6 H -1.8027 -1.6603 -0.5044  N14 0.997
7 O -2.5593 0.2462 -1.5562  H11 0.934, C20 1.398
8 H 1.0636 1.5120 -0.4157  C24 1.225
9 H 2.0970 -0.1989 1.4817  N23 1.030
10 C 1.4888 -1.6366 0.0653  H1 1.025, H16 1.082, C19 1.598, N23 1.433
11 H -3.2135 0.8480 -1.8423  O7 0.934
12 C -0.6399 0.1172 -0.2466  N14 1.414, C20 1.443, C24 1.506
13 H -1.4673 3.8910 0.3283  N15 1.043
14 N -0.9624 -1.2563 -0.1515  H6 0.997, C12 1.414, C19 1.407
15 N -0.4716 3.7003 0.0836  C2 1.371, H13 1.043, H18 1.007
16 H 1.5243 -1.6798 -1.0153  C10 1.082
17 O 0.6225 3.5098 -1.8121  C2 1.193
18 H 0.3118 4.1841 0.4902  N15 1.007
19 C 0.0041 -2.0645 0.4739  H4 1.146, C10 1.598, N14 1.407, H22 1.074
20 C -1.4730 0.9710 -1.0576  O7 1.398, C12 1.443, C21 1.589
21 C -1.5667 2.4642 -1.5940  C2 1.481, C3 1.379, C20 1.589
22 H 0.0284 -1.8770 1.5311  C19 1.074
23 N 1.7707 -0.3038 0.5106  H9 1.030, C10 1.433, C24 1.452
24 C 0.6635 0.6162 0.3182  H5 1.100, H8 1.225, C12 1.506, N23 1.452
25 O -3.1091 3.8549 -3.0168  C3 1.142

Calculated total energy: -19083.410 eV
HOMO level: -6.76 eV
Largest force on an atom: 5.4 eV Å⁻¹
Frontier orbital gap: 6.96 eV
Energy above the lowest of the compared OMol25 structures with the same formula, charge and spin: 262.4 kJ/mol
LUMO level: 0.20 eV

These are the Mulliken partial charges, in e, on atoms 1 to 2:
1. H 0.49
2. C -0.33